Formula: C18H41N5O6
Source: the OMol25 dataset
Level of theory: ωB97M-V/def2-TZVPD

E_LUMO (spin up / spin down): -0.1111 / -0.2953 Ha
Total charge: +1
2S+1: 2
Frontier orbital gap (spin up / spin down): 8.087 / 3.070 eV

```
70
C18H41N5O6, DFT ωB97M-V/def2-TZVPD
C -4.66 -0.58 0.71
O -5.70 -0.03 0.92
N -3.93 -0.43 -0.41
C -2.80 -1.28 -0.77
C -4.41 0.34 -1.55
H -4.28 -1.27 1.48
H -1.99 -0.60 -1.01
H -2.97 -1.77 -1.72
H -2.33 -2.06 -0.16
H -4.67 -0.30 -2.39
H -5.33 0.87 -1.32
H -3.65 1.08 -1.81
C 0.19 -3.77 -0.03
O -0.52 -4.41 -0.78
N -0.06 -3.60 1.28
C 0.52 -2.47 1.97
C -1.31 -4.15 1.95
H 0.94 -3.10 -0.48
H 0.65 -2.93 2.95
H -0.24 -1.69 2.06
H 1.44 -2.03 1.62
H -2.09 -3.60 1.43
H -1.29 -5.24 1.89
H -1.36 -3.83 2.99
C -1.79 0.97 -5.36
O -2.33 0.04 -4.72
N -1.76 2.26 -4.98
C -2.55 2.77 -3.81
C -0.80 3.26 -5.43
H -1.23 0.82 -6.29
H -2.91 3.80 -3.88
H -2.17 2.59 -2.80
H -3.46 2.17 -3.78
H -1.07 3.72 -6.38
H -0.74 4.14 -4.78
H 0.22 2.89 -5.38
C 5.55 -2.04 1.20
O 4.31 -2.12 1.15
N 6.25 -2.14 2.37
C 5.43 -2.28 3.61
C 7.65 -1.88 2.67
H 6.26 -1.78 0.39
H 5.18 -1.30 4.01
H 6.01 -2.84 4.35
H 4.62 -2.94 3.32
H 8.14 -2.65 3.28
H 8.33 -1.96 1.82
H 7.77 -1.04 3.35
C -1.48 2.35 1.01
O -1.45 3.08 -0.02
N -1.55 2.79 2.28
C -1.87 1.81 3.30
C -1.77 4.25 2.57
H -1.28 1.27 1.07
H -1.20 0.98 3.53
H -2.86 1.37 3.16
H -1.79 2.39 4.22
H -2.75 4.33 3.04
H -1.02 4.75 3.18
H -1.74 4.92 1.72
C 2.43 0.71 -0.28
C 1.10 0.40 -0.91
O 0.30 -0.46 -0.45
C 0.89 1.11 -2.30
H 2.80 -0.18 0.24
H 2.36 1.56 0.40
H 3.32 1.06 -0.82
H -0.15 1.38 -2.47
H 1.27 0.49 -3.11
H 1.39 2.06 -2.14
```